# C3H6I2N2

A 2-piece molecular cluster, C3H6I2N2 overall at a distorted geometry (ωB97M-V with the def2-TZVPD basis set, the Open Molecules 2025 dataset).

As for the spin multiplicity: 1. As for the HOMO energy: -8.6 eV. For the LUMO energy, the calculation gives -1.56 eV. The calculation puts the energy relative to the best compared isomer or geometry (same formula, charge and spin) at 35.0 kJ/mol.

Geometry (Å):
C1 0.1901 -1.3721 0.8625
C2 -1.1674 -0.7517 0.4528
C3 -1.0017 0.5039 -0.4477
N1 -1.5679 2.7578 -0.1198
N2 -1.1118 1.6369 -0.1317
I1 3.6684 0.7407 -3.6171
I2 3.8684 -0.1676 -1.1732
H1 -0.1293 -1.9898 1.7668
H2 0.9652 -0.7574 1.1051
H3 0.4174 -2.1321 0.0851
H4 -1.5685 -0.4468 1.3640
H5 -1.7855 -1.4794 -0.0601
H6 -0.7773 3.4576 -0.0866

Atomic forces in eV per Å
-3.7 -4.1 -0.5
2.2 1.3 -1.5
-0.1 -2.7 1.0
0.5 3.5 0.2
0.0 -1.1 -1.0
0.0 0.2 -0.4
0.0 -0.2 0.4
0.9 0.6 -0.9
1.9 1.8 0.4
0.6 0.6 0.5
-1.4 0.7 1.3
0.0 0.0 0.0
-1.0 -0.8 0.4

Atom charges from the natural (NBO) analysis, given in e for atoms 1 to 2:
1. C -0.588
2. C -0.441